[1]
{
  "formula": "C21H20ClN3O3S",
  "method": "the ωB97M-V functional and the def2-TZVPD basis",
  "symbols": ["Cl", "S", "O", "O", "O", "N", "N", "N", "C", "C", "C", "C", "C", "C", "C", "C", "C", "C", "C", "C", "C", "C", "C", "C", "C", "C", "C", "C", "C", "H", "H", "H", "H", "H", "H", "H", "H", "H", "H", "H", "H", "H", "H", "H", "H", "H", "H", "H", "H"],
  "positions_angstrom": [[-3.713216, -1.282999, 0.933492], [-1.489973, 1.177241, 0.987050], [-1.224124, 2.228714, 0.050003], [-2.693272, 1.228550, 1.754464], [1.821668, -2.877167, -2.475719], [1.996249, -0.629889, -2.554612], [-0.139286, 1.138152, 1.980509], [2.189833, 1.520306, -4.010527], [3.865686, 1.890256, -6.175487], [-1.009808, -1.200296, 4.685217], [-0.785539, -2.647577, -1.381490], [-0.136416, -0.467852, -0.631944], [3.130841, -0.619701, -3.443779], [-1.311341, -0.372312, 0.089779], [-1.749129, -2.494942, 4.830165], [3.085660, 0.595800, -4.329955], [1.097513, 2.533449, 4.207851], [0.137323, -1.601720, -1.385164], [3.951261, 0.740746, -5.409674], [2.925432, 2.853912, -5.839690], [-2.240402, -1.401339, 0.063245], [0.372869, 1.227983, 4.365778], [-0.417805, -0.573878, 5.771949], [0.265586, 0.617786, 5.605734], [-0.219813, 0.593070, 3.268579], [2.111723, 2.616929, -4.744589], [-1.965611, -2.551344, -0.673618], [-0.891673, -0.607996, 3.435855], [1.389713, -1.775913, -2.189137], [3.127325, -1.542385, -4.034972], [-2.684816, -3.354319, -0.680363], [1.969479, 2.420339, 3.562222], [4.064863, -0.607559, -2.863753], [1.535360, 0.268714, -2.483944], [0.547743, 0.363169, -0.570265], [-1.154499, -3.313829, 4.424940], [-0.492419, -1.015337, 6.754722], [-0.553053, -3.535688, -1.949804], [0.442561, 3.289801, 3.773418], [2.827331, 3.761984, -6.412850], [-2.686970, -2.460379, 4.279780], [-1.335784, -1.082444, 2.576170], [-1.959690, -2.707819, 5.875057], [4.667984, -0.032516, -5.639391], [1.437114, 2.893416, 5.175633], [0.717413, 1.094236, 6.464093], [1.360536, 3.330056, -4.431890], [4.519946, 2.032979, -7.023081], [0.378206, 2.000723, 1.913981]],
  "forces_ev_per_angstrom": [[-0.380, -0.423, 0.016], [0.118, 0.378, 0.073], [0.310, -0.073, -0.086], [0.329, -0.237, -0.021], [-0.048, -0.248, -0.053], [0.126, 0.320, -0.096], [-0.379, 0.336, -0.533], [-0.043, -0.216, 0.269], [-0.044, -0.057, 0.105], [0.027, 0.096, -0.026], [0.095, 0.098, 0.010], [0.171, -0.309, -0.319], [0.169, -0.367, 0.152], [-0.244, 0.436, 0.367], [0.048, -0.019, -0.032], [0.058, 0.048, -0.123], [-0.087, -0.133, -0.042], [-0.262, 0.019, 0.215], [-0.099, 0.102, 0.047], [-0.006, -0.060, 0.047], [0.127, 0.071, -0.035], [0.013, 0.068, -0.155], [-0.028, -0.036, -0.030], [-0.023, -0.039, -0.096], [-0.128, -0.554, 0.682], [0.018, 0.348, -0.266], [0.003, 0.176, 0.069], [0.117, 0.046, 0.228], [0.076, 0.190, 0.106], [0.040, 0.144, 0.078], [-0.084, -0.064, 0.003], [0.102, 0.093, -0.042], [-0.060, -0.056, -0.148], [-0.117, -0.140, 0.001], [0.200, 0.021, -0.078], [-0.017, -0.103, 0.006], [-0.025, -0.060, 0.099], [0.017, -0.070, -0.029], [0.016, 0.128, -0.023], [-0.031, 0.084, -0.032], [-0.097, -0.055, -0.013], [-0.086, -0.162, -0.033], [-0.040, -0.059, 0.050], [0.072, -0.092, -0.025], [0.039, 0.059, -0.005], [0.053, 0.072, 0.062], [-0.024, 0.123, -0.066], [0.044, 0.004, -0.057], [-0.035, 0.172, -0.223]],
  "largest_force_ev_per_a": 0.888,
  "energy_ev": -56072.6584,
  "homo_lumo_gap_ev": 8.85,
  "smiles": "Cc1ccc(C)c(NS(=O)(=O)c2cc(C(=O)NCc3ccccn3)ccc2Cl)c1",
  "e_above_lowest_kj_mol": 145.77
}

=====

[2]
{
  "formula": "C21H20ClN3O5S",
  "method": "the ωB97M-V functional and the def2-TZVPD basis",
  "symbols": ["Cl", "S", "O", "O", "O", "O", "O", "N", "N", "N", "C", "C", "C", "C", "C", "C", "C", "C", "C", "C", "C", "C", "C", "C", "C", "C", "C", "C", "C", "C", "C", "H", "H", "H", "H", "H", "H", "H", "H", "H", "H", "H", "H", "H", "H", "H", "H", "H", "H", "H", "H"],
  "positions_angstrom": [[0.211872, 1.346306, -1.533841], [0.817775, 1.227431, 1.329906], [0.109649, 1.012054, 2.567517], [3.108065, 7.228953, 3.251085], [1.904839, 0.432971, 0.836449], [-0.312603, -2.556744, 1.616640], [4.449804, 6.938725, 1.500894], [1.155458, -3.701061, -1.300504], [0.364535, -5.116355, 0.128141], [3.504000, 6.578543, 2.246753], [3.222733, 4.539410, 0.899117], [-2.635266, 0.100142, -0.885998], [1.435994, -2.494545, -2.028643], [-1.506792, -0.484715, -0.056049], [-4.413385, 1.708793, -1.110848], [1.702102, -4.934767, -1.613082], [2.807863, 5.340591, 1.986214], [1.214736, -5.829404, -0.726602], [-3.736876, 0.371437, -3.024828], [-0.280674, -5.759154, 1.247776], [-2.704300, -0.192677, -2.256953], [-0.561401, 1.041519, 0.016268], [2.637760, 3.286725, 0.742234], [1.224535, 3.684611, 2.686516], [-1.072988, -1.779259, -0.466102], [-0.382802, -2.689474, 0.397845], [-3.413141, 1.122133, -0.348596], [0.287696, -3.823978, -0.275014], [1.616209, 2.872544, 1.612233], [-4.628490, 1.288830, -2.456000], [1.786684, 4.936146, 2.872971], [-3.195868, 1.484690, 0.662391], [2.912061, 2.672598, -0.108914], [0.417516, 3.369472, 3.324365], [2.348869, -5.098652, -2.494327], [1.469675, -1.624244, -1.392964], [-5.125554, 2.357214, -0.604632], [0.682456, -2.318152, -2.783389], [-1.578419, -0.371139, 1.040620], [-3.877472, 0.030108, -4.043444], [2.383048, -2.594496, -2.558106], [-1.915229, -0.770234, -2.694170], [-5.466979, 1.657612, -3.013097], [1.459256, 5.593582, 3.673249], [-0.925950, -5.085993, 1.794652], [-1.456752, -2.211272, -1.396575], [1.437009, -6.892880, -0.546272], [0.437825, -6.169124, 1.970512], [3.985164, 4.904181, 0.208134], [-1.062193, 1.996724, 0.214483], [-0.842053, -6.625726, 0.891988]],
  "forces_ev_per_angstrom": [[0.436, 0.068, -0.765], [-0.593, -0.282, -0.110], [0.086, -0.294, 0.078], [1.117, -1.193, -2.320], [0.464, -0.548, 0.224], [1.019, -0.674, 1.203], [-2.246, -0.942, 1.662], [-0.536, -0.771, 0.118], [0.575, 0.062, -0.803], [1.005, 2.655, 0.851], [-0.187, 0.374, 0.822], [0.956, 0.199, -0.115], [0.361, 0.636, -0.993], [-0.520, 2.782, 1.990], [-0.561, -0.770, -0.697], [0.293, -0.142, -0.655], [-0.316, -1.421, -0.387], [-0.192, 0.094, 0.818], [-0.045, -0.013, 0.536], [-0.328, -0.735, 0.729], [-1.032, 0.905, 0.707], [2.169, 0.549, -0.150], [-0.652, 0.173, -0.089], [-0.362, -0.210, -0.755], [1.721, -1.979, -0.458], [-2.358, 2.618, -1.055], [-0.410, 0.026, -0.187], [1.272, -1.540, 0.070], [-0.087, 0.375, -0.675], [0.987, -0.300, 1.299], [0.907, 0.142, -0.625], [-0.369, -0.348, -0.259], [-0.011, -0.064, 0.207], [-0.083, -0.219, 0.142], [-0.463, 0.323, 0.907], [-0.021, 0.084, 0.367], [0.230, 0.229, -0.353], [-0.278, 0.040, -0.088], [-1.130, -0.790, -0.304], [0.088, 0.236, -0.078], [0.104, -0.198, 0.230], [-0.089, -0.455, -0.272], [-0.202, 0.193, -0.197], [0.196, -0.186, -0.172], [-0.074, 0.306, -0.179], [0.598, 0.428, 0.079], [-0.263, 0.855, -0.287], [0.155, 0.418, -0.330], [-0.235, -0.130, 0.366], [-0.932, -0.798, 0.062], [-0.162, 0.231, -0.107]],
  "largest_force_ev_per_a": 3.677,
  "energy_ev": -60160.0724,
  "homo_lumo_gap_ev": 5.90,
  "e_above_lowest_kj_mol": 771.79
}